DFT (ωB97M-V/def2-TZVPD) results for the molecule C5H14N2O at a distorted geometry.

As for the energy relative to the best compared isomer or geometry (same formula, charge and spin): 450.8 kJ/mol. Its multiplicity is 1. The value obtained for the HOMO-LUMO gap is 9.1674 eV. Its SMILES is C[C@@H](CN)[C@@H](C)NO.

XYZ file:
```
22
Properties=species:S:1:pos:R:3:forces:R:3:mulliken_charge:R:1
C 0.675862 0.131139 -0.561209 3.906 -1.182 1.443 0.0681
C -0.237196 -0.245635 0.499520 -4.350 -0.190 -2.037 0.5206
C -1.799642 -0.287559 -0.454479 1.982 0.478 2.456 -0.8336
C 0.759813 1.562808 -1.037006 0.481 -0.211 0.220 -1.3234
C -0.362010 0.633197 1.722323 0.057 -0.137 -0.265 -1.5835
N 2.174591 -0.472617 0.255908 -2.018 1.075 -2.309 -0.4111
N -2.570447 -1.439080 -0.143806 -0.656 -0.592 0.010 -0.6259
O 2.850474 -1.186441 -0.805528 0.240 0.244 0.143 -0.4647
H 2.887778 -2.103744 -0.511789 -0.104 0.193 0.220 0.3222
H 2.732646 0.377820 0.350002 0.172 -0.134 -0.115 0.2498
H 0.624923 -0.567771 -1.398746 0.220 0.076 0.168 0.3560
H -0.080824 -1.290610 0.772449 -0.073 0.109 -0.053 0.2731
H -2.151085 -2.294545 -0.489121 -0.003 0.107 0.107 0.2349
H -2.733177 -1.532738 0.851646 0.027 -0.049 -0.111 0.2589
H -1.684035 -0.210807 -1.534467 0.534 -0.041 0.058 0.4074
H -2.311057 0.610458 -0.112593 -0.193 0.067 -0.054 0.3658
H -0.009343 1.773276 -1.779143 -0.116 -0.011 0.023 0.3311
H 1.728398 1.715828 -1.515019 -0.049 0.055 -0.118 0.4090
H 0.674121 2.281293 -0.224290 -0.041 0.025 0.024 0.3283
H -0.575988 1.667301 1.458021 -0.060 0.059 0.034 0.3456
H -1.162196 0.270971 2.368577 -0.010 0.025 0.044 0.3882
H 0.568394 0.607455 2.288748 0.055 0.033 0.113 0.3834
```
Forces are in eV/Å.

DFT (ωB97M-V/def2-TZVPD) results for a structure of composition C15H20NO5Rb at a distorted geometry.

Its net charge is -2. Its multiplicity is 1. The value obtained for the HOMO-LUMO gap is 1.8482 eV.

XYZ file:
```
42
Properties=species:S:1:pos:R:3:forces:R:3:mulliken_charge:R:1
Rb 3.537585 -2.508395 -0.874970 -0.381 -0.226 -0.133 0.9503
C -0.956545 2.165295 2.687980 -0.499 -1.393 0.674 -1.8022
C -1.138915 2.660675 1.283960 -0.234 2.017 -1.650 1.6580
C -2.413415 3.522455 1.212070 -0.163 -0.093 0.446 -1.3865
C -2.283145 4.882285 1.843540 -0.207 0.604 -1.245 -0.6532
C -1.233705 5.715205 1.058230 0.990 -1.349 1.697 -1.2673
C 0.195695 4.915455 0.989850 -2.104 -0.564 1.080 1.6897
N -0.008735 3.452865 0.720580 -0.143 0.017 -1.207 0.2927
O 1.228895 2.727005 0.498480 -1.158 0.690 0.839 -0.9136
C 0.970265 5.149095 2.321230 -0.642 -0.571 -0.506 -1.9377
C 0.924765 5.545355 -0.152670 0.621 0.557 -0.617 -1.8956
C -1.495325 1.480665 0.332740 1.757 -0.407 -0.060 -1.9216
H -1.111755 2.795285 3.563830 0.425 0.873 -0.414 0.3124
H -0.013525 1.626725 2.781580 0.019 0.007 0.020 0.3333
H -1.796355 1.481905 2.813610 0.113 -0.717 0.250 0.4840
H -3.216085 2.946215 1.672250 -0.151 -0.098 0.378 0.4708
H -2.783565 3.670895 0.197650 0.486 -0.083 -0.351 0.4051
H -2.108445 4.833235 2.918330 0.394 0.060 -0.013 0.3180
H -3.242265 5.382725 1.710320 -0.271 0.194 0.238 0.3536
H -1.130225 6.630695 1.640690 0.649 0.221 0.128 0.3966
H -1.571895 6.100605 0.096360 -0.141 -0.758 -0.318 0.4608
H 1.797265 4.439135 2.310080 0.364 0.297 -0.153 0.4261
H 0.369345 4.847235 3.179060 -0.269 0.193 0.073 0.3425
H 1.250195 6.198025 2.418620 0.318 -0.007 0.111 0.4594
H 2.005535 5.548525 -0.011190 0.075 -0.449 -0.269 0.3389
H 0.652315 6.597915 -0.229980 -0.079 0.313 0.138 0.4361
H 0.620675 5.092595 -1.096410 0.275 -0.240 0.069 0.4168
H -0.593635 0.874255 0.247120 0.120 -0.262 0.156 0.3783
H -1.660255 1.775185 -0.703670 -0.238 0.534 0.165 0.4266
H -2.303935 0.825035 0.655840 -0.168 0.270 0.310 0.3869
C 0.775695 -9.649855 -1.747340 0.495 5.175 -0.032 -0.6858
C 1.167345 -10.656105 -2.565180 -1.778 -3.440 1.178 0.3529
C 1.768365 -10.307945 -3.929630 3.206 -3.601 -1.943 0.3242
O 2.284195 -11.204315 -4.717630 -1.853 0.273 1.720 -0.7720
C 2.105695 -9.034565 -4.273810 -0.626 3.652 1.424 -0.5606
C 1.752195 -7.914965 -3.466710 -0.376 0.026 -1.205 0.5154
C 1.038485 -8.221455 -2.092490 0.350 -1.969 -0.690 0.4767
O 0.773635 -7.241345 -1.411280 -0.424 0.640 1.099 -0.7269
O 1.910815 -6.717595 -3.853080 0.162 -0.779 0.935 -0.8214
O 0.898595 -11.849285 -2.118950 1.242 1.182 -2.015 -0.8173
H 0.325835 -9.801055 -0.777200 -0.043 -0.325 0.017 0.3779
H 2.708355 -8.775685 -5.131820 -0.113 -0.464 -0.325 0.3781
```
Forces are in eV/Å.

| no. | HOMO level (eV) |
| --- | --- |
| 1 | -8.119 |
| 2 | -0.386 |